Record 1
Here is 2 unconnected molecules or ions with the total composition C5H13NO2 in a non-equilibrium geometry from the OMol25 dataset. Energies are from ωB97M-V with the def2-TZVPD basis set.

Cartesian coordinates (Å):
1 H -2.503 0.861 0.202
2 C 1.081 0.334 -1.412
3 H -1.290 0.417 2.429
4 C 1.402 -0.945 -2.168
5 H 2.320 -1.388 -1.786
6 H 1.887 1.066 -1.536
7 H 2.190 0.129 1.369
8 H -0.355 1.834 0.315
9 C -2.524 -0.102 0.722
10 H -3.447 -0.142 1.306
11 H -2.585 -0.883 -0.043
12 N 0.876 0.090 0.019
13 H 0.591 -1.666 -2.066
14 H 1.538 -0.724 -3.225
15 O 1.057 1.601 1.807
16 C -1.283 -0.276 1.589
17 H 0.154 0.781 -1.780
18 O 2.028 -0.473 0.607
19 H -1.252 -1.268 2.054
20 H -0.281 -0.490 0.745
21 C 0.398 1.245 0.851

Relative energy (zero: lowest compared OMol25 entry of this formula, charge and spin) (kcal/mol): 114.02
Strongest force on any atom (hartree/bohr): 0.0833
Gap between HOMO and LUMO (eV): 9.0768
Net charge: 0
Highest occupied orbital energy (Eh): -0.307
Calculated total energy (eV): -10976.9346
Structure (SMILES): CCN(O)C=O.CC

Record 2
Here is a molecular structure, C21H18CoN6OS3 in a non-equilibrium geometry from the OMol25 dataset. Energies are from ωB97M-V with the def2-TZVPD basis set.

Cartesian coordinates (Å):
1 C -0.171 -0.542 -2.583
2 Co 1.395 -0.064 0.097
3 H -0.741 -2.805 3.956
4 H -5.430 -1.314 -1.925
5 C 4.373 0.343 1.146
6 H 0.566 -2.583 1.869
7 H -1.339 -1.188 -4.252
8 C 0.684 -1.942 -4.309
9 H -1.354 4.972 1.393
10 C -0.339 1.741 1.385
11 H 5.544 1.163 2.579
12 H 4.203 -1.542 -2.145
13 C -1.001 2.893 1.836
14 S -1.554 -2.480 -0.597
15 C -0.061 4.050 -0.044
16 N 3.280 -0.511 -0.613
17 H 6.406 0.464 1.235
18 C -1.892 1.673 3.728
19 C 1.905 -1.941 -3.656
20 N 0.173 -0.583 1.633
21 C 3.280 -1.151 -1.732
22 H -2.270 3.729 3.377
23 C 2.029 -1.243 -2.460
24 N 0.989 -0.564 -1.927
25 C -0.849 4.067 1.079
26 N 4.436 -0.280 -0.019
27 C -0.472 0.509 2.111
28 H -1.913 -0.816 4.877
29 H 0.078 4.935 -0.647
30 C -1.247 0.477 3.281
31 H -2.476 1.631 4.638
32 S -4.169 -3.324 -0.354
33 C -0.690 -1.847 3.459
34 C -1.336 -0.748 3.964
35 N 5.541 0.663 1.710
36 C 0.580 2.861 -0.404
37 H 2.752 -2.478 -4.057
38 H -5.014 -2.567 -3.109
39 S 2.924 0.745 1.982
40 H 0.556 -2.495 -5.230
41 O -3.386 -1.601 -2.234
42 C -4.740 -1.587 -2.722
43 H -0.960 0.056 -2.146
44 H 1.230 2.820 -1.270
45 C -1.780 2.827 3.034
46 C -3.108 -2.376 -1.208
47 C 0.055 -1.724 2.284
48 H -4.762 -0.847 -3.515
49 C -0.371 -1.218 -3.774
50 N 0.444 1.743 0.280

Relative energy (zero: lowest compared OMol25 entry of this formula, charge and spin) (kcal/mol): 15.74
Strongest force on any atom (hartree/bohr): 0.0239
Gap between HOMO and LUMO (spin up / spin down) (eV): 7.1187 / 5.4664
Spin multiplicity: 5
Net charge: +1
Highest occupied orbital energy (spin up / spin down) (Eh): -0.378 / -0.379
Calculated total energy (eV): -103185.4179

Record 3
Here is 2 unconnected molecules or ions with the total composition C5H14 in a non-equilibrium geometry from the OMol25 dataset. Energies are from ωB97M-V with the def2-TZVPD basis set.

Cartesian coordinates (Å):
1 H 0.314 -2.213 -2.406
2 H -1.452 -1.793 -1.920
3 C -0.389 -1.612 -1.788
4 H -0.376 -2.485 0.098
5 H -1.240 2.626 -0.240
6 C 0.044 -1.579 -0.345
7 H 0.862 2.423 1.182
8 H 0.124 0.815 1.056
9 H 1.888 -1.160 0.873
10 H 1.784 -0.394 -0.596
11 C 0.001 1.851 1.457
12 H -0.131 -0.590 -2.113
13 C 1.575 -1.371 -0.175
14 H 1.918 -2.254 -0.718
15 C -1.242 2.433 0.840
16 H -1.109 3.502 1.110
17 H -0.271 -0.655 0.219
18 H -0.065 1.798 2.559
19 H -2.180 2.015 1.165

Relative energy (zero: lowest compared OMol25 entry of this formula, charge and spin) (kcal/mol): 19.31
Strongest force on any atom (hartree/bohr): 0.0554
Gap between HOMO and LUMO (spin up / spin down) (eV): 12.7839 / 4.3403
Spin multiplicity: 2
Net charge: +1
Highest occupied orbital energy (spin up / spin down) (Eh): -0.575 / -0.551
Calculated total energy (eV): -5400.2679

Record 4
Here is 3 unconnected molecules or ions with the total composition C4H15N2O2 in a non-equilibrium geometry from the OMol25 dataset. Energies are from ωB97M-V with the def2-TZVPD basis set.

Cartesian coordinates (Å):
1 C -0.795 -0.542 -2.700
2 C -0.872 -0.960 -1.216
3 H -5.720 1.440 1.714
4 O 1.112 0.388 2.648
5 C 2.776 -0.676 -0.516
6 H 1.462 -1.680 -1.612
7 H 0.724 -0.118 3.361
8 H 3.971 0.349 0.832
9 H 0.812 1.296 2.629
10 H -1.661 0.089 -2.923
11 H -1.749 -0.546 -0.726
12 H 0.160 -0.744 0.616
13 O -5.824 2.396 1.594
14 H -0.993 -2.046 -1.209
15 H 3.552 -1.124 -1.080
16 N 1.571 -1.019 -0.858
17 H 2.299 0.464 1.059
18 H -6.763 2.311 1.357
19 H 0.263 0.593 -0.544
20 N 3.061 0.149 0.456
21 C 0.300 -0.459 -0.404
22 H -0.955 -1.388 -3.363
23 H 0.076 0.018 -3.027

Relative energy (zero: lowest compared OMol25 entry of this formula, charge and spin) (kcal/mol): 17.54
Strongest force on any atom (hartree/bohr): 0.0295
Gap between HOMO and LUMO (eV): 10.5571
Net charge: +1
Highest occupied orbital energy (Eh): -0.494
Calculated total energy (eV): -11460.4971

Record 5
Here is 2 unconnected molecules or ions with the total composition C6H14N2O2 in a non-equilibrium geometry from the OMol25 dataset. Energies are from ωB97M-V with the def2-TZVPD basis set.

Cartesian coordinates (Å):
1 H -0.320 -1.321 1.453
2 N 0.730 2.172 1.123
3 H 2.390 1.706 2.363
4 H -1.957 -0.852 1.174
5 H 1.095 2.847 -2.055
6 C 0.349 2.662 -1.270
7 O 1.734 0.945 -0.482
8 H 1.378 0.320 1.847
9 H -0.565 2.189 -1.672
10 H 0.615 -2.736 -1.651
11 H -1.748 -1.102 -1.437
12 H -0.101 3.557 -0.782
13 H -1.662 -2.317 2.196
14 H -0.728 -2.793 -2.828
15 H 0.781 1.435 3.062
16 C 0.992 1.880 -0.175
17 N -0.995 -1.649 -1.028
18 C -0.195 -2.150 -2.139
19 C -1.311 -2.504 0.024
20 C 1.374 1.353 2.164
21 C -1.331 -1.732 1.357
22 H 0.260 -1.276 -2.664
23 H 0.403 3.068 1.435
24 O -1.186 -3.704 -0.015

Relative energy (zero: lowest compared OMol25 entry of this formula, charge and spin) (kcal/mol): 33.68
Strongest force on any atom (hartree/bohr): 0.0391
Gap between HOMO and LUMO (eV): 10.0981
Net charge: 0
Highest occupied orbital energy (Eh): -0.346
Calculated total energy (eV): -13524.1639
Structure (SMILES): CNC(C)=O.CNC(C)=O